Entry 1:
# C19H42N

The ion C19H42N with charge +1 (ωB97M-V with the def2-TZVPD basis set, OMol25).

Structure (XYZ):
```
62
Properties=species:S:1:pos:R:3:mulliken_charge:R:1
N 1.55 -0.21 -6.53 0.02
C -0.23 0.97 0.03 -0.35
C 1.07 1.51 0.62 -0.33
C -3.53 -2.49 5.21 -0.46
C 2.13 -1.56 -6.66 -0.89
C -3.02 -3.40 6.32 -1.17
C 0.58 -0.13 -2.76 -0.71
C 2.64 0.79 -6.56 -0.87
C -1.46 0.81 5.50 -0.78
C 0.47 1.31 3.10 -0.13
C 0.39 1.36 -2.45 -0.45
C -0.60 1.59 -1.31 -1.21
C 0.02 1.17 5.61 -0.98
C 1.42 0.89 1.98 -1.00
C 0.89 0.71 4.44 -0.79
C 1.50 -0.39 -3.97 -0.31
C -1.72 -0.69 5.39 -0.29
C 0.76 -0.09 -5.27 -0.81
C -3.21 -1.01 5.45 -0.69
C 0.65 0.04 -7.67 -0.88
H -3.42 -3.07 7.28 0.29
H 2.61 -1.66 -7.63 0.40
H 1.20 -0.02 -8.61 0.40
H 2.23 1.79 -6.43 0.36
H 0.87 -0.38 4.37 0.33
H 1.90 1.30 -0.07 0.28
H -0.71 2.67 -1.17 0.41
H -0.54 0.97 2.86 0.12
H 0.42 0.73 6.53 0.38
H -1.94 -3.39 6.38 0.30
H -0.16 -0.12 -0.06 0.22
H 1.36 1.79 -2.19 0.22
H 2.43 1.20 2.25 0.38
H 0.02 1.89 -3.33 0.36
H -3.09 -2.80 4.26 0.28
H 1.41 -0.20 1.89 0.33
H 1.92 1.00 4.64 0.44
H -1.31 -1.07 4.45 0.27
H 1.81 -1.43 -3.94 0.39
H -3.61 -0.71 6.42 0.30
H -1.58 1.20 -1.61 0.38
H 0.20 1.03 -7.59 0.38
H 3.35 0.60 -5.76 0.40
H 0.11 2.26 5.71 0.38
H -0.39 -0.59 -2.93 0.33
H 1.34 -2.31 -6.58 0.36
H -1.90 1.32 4.64 0.27
H -1.04 1.17 0.73 0.31
H 1.03 -0.61 -1.90 0.35
H 2.87 -1.74 -5.89 0.40
H -3.34 -4.42 6.15 0.36
H 0.45 2.40 3.18 0.25
H 0.99 2.59 0.73 0.29
H -1.97 1.19 6.39 0.50
H 0.36 0.93 -5.23 0.38
H -1.20 -1.20 6.21 0.25
H -0.15 -0.70 -7.69 0.40
H -4.61 -2.60 5.13 0.34
H -3.72 -0.42 4.68 0.36
H 2.38 0.24 -3.86 0.27
H -0.09 -0.77 -5.35 0.27
H 3.16 0.74 -7.51 0.40
```

Its energy is -21869.024 eV. As for the total charge: +1. As for the SMILES: CCCCCCCCCCCCCCCC[N+](C)(C)C. For the HOMO energy, the calculation gives -11.978 eV. The value obtained for the LUMO energy is -0.0957 Ha. The calculation puts the orbital gap at 9.37 eV.

=====

Entry 2:
# C8H5Cl2NO2

The molecule C8H5Cl2NO2 (ωB97M-V with the def2-TZVPD basis set, OMol25).

Structure (XYZ):
```
18
Properties=species:S:1:pos:R:3:mulliken_charge:R:1
Cl 0.29 2.45 -1.64 -0.14
Cl -1.54 0.33 -2.97 -0.17
O 1.35 0.28 2.72 -0.51
O -1.84 2.46 0.65 -0.56
N -0.68 0.89 1.71 -0.08
C 1.31 -1.24 -0.14 -0.33
C 0.67 0.35 1.75 0.23
C 0.19 -1.96 -0.46 -0.32
C 1.30 0.05 0.44 -0.41
C -0.93 0.03 -1.37 0.13
C -0.90 -1.29 -1.05 -0.51
C -0.29 1.11 -0.65 0.66
C -1.00 1.61 0.57 0.14
H 2.31 -1.86 -0.11 0.33
H 0.13 -3.06 -0.40 0.42
H -1.45 -1.91 -1.85 0.29
H 2.11 0.63 0.17 0.51
H -1.04 1.15 2.62 0.32
```

Its energy is -39001.407 eV. For the HOMO energy (alpha / beta), the calculation gives -6.402 / -9.688 eV. Its expectation value of S² is 2.045. The value obtained for the LUMO energy (alpha / beta) is -0.0047 / -0.1125 Ha. The spin multiplicity is 3. The calculation puts the orbital gap (alpha / beta) at 6.27 / 6.63 eV.